[1]
{"formula": "C25H32ClN5O12Si2Tl", "method": "the ωB97M-V functional and the def2-TZVPD basis", "molar_mass_da": 890.56, "total_charge": -1, "energy_ev": -91437.0823, "e_above_lowest_kj_mol": 0.00, "symbols": ["Tl", "O", "C", "O", "C", "C", "C", "C", "C", "N", "C", "O", "O", "H", "H", "H", "H", "H", "C", "C", "N", "C", "C", "N", "C", "O", "O", "C", "O", "O", "H", "H", "H", "H", "H", "C", "Si", "C", "C", "N", "C", "C", "C", "C", "C", "C", "N", "Si", "C", "C", "C", "H", "H", "H", "H", "H", "H", "H", "H", "H", "H", "H", "H", "H", "H", "H", "H", "H", "H", "H", "H", "H", "H", "O", "Cl", "O", "O", "O"], "coordinates": [[0.009, 0.290, -0.686], [2.058, -1.345, -4.311], [2.273, -0.651, -3.237], [2.101, -1.091, -2.121], [2.651, 0.786, -3.483], [2.881, 1.312, -4.744], [3.134, 2.660, -4.858], [3.054, 3.484, -3.768], [2.849, 2.858, -2.548], [2.626, 1.568, -2.378], [2.744, 3.667, -1.278], [1.538, 4.068, -1.040], [3.653, 3.881, -0.522], [1.576, -2.189, -4.060], [2.867, 0.656, -5.579], [3.281, 3.124, -5.831], [3.085, 4.582, -3.806], [0.816, 3.823, -1.684], [-0.926, -2.926, 2.194], [-0.606, -3.299, 0.815], [-0.475, -2.439, -0.158], [-0.156, -3.164, -1.308], [-0.122, -4.502, -0.989], [-0.434, -4.565, 0.352], [0.173, -5.759, -1.736], [0.735, -5.634, -2.912], [-0.088, -6.856, -1.240], [-0.038, -2.529, -2.659], [0.585, -3.223, -3.577], [-0.486, -1.399, -2.780], [-0.486, -1.915, 2.405], [-0.458, -3.701, 2.832], [-2.014, -2.992, 2.344], [-0.449, -5.443, 0.875], [0.745, -4.623, -3.191], [-3.241, -0.443, -1.242], [-3.494, 0.200, 0.476], [-4.282, -1.172, 1.466], [-4.523, 1.717, 0.510], [-1.982, 0.440, 1.315], [-1.705, 1.073, 2.368], [-2.655, 1.710, 3.299], [-2.196, 2.632, 4.165], [-0.796, 3.023, 4.248], [0.134, 2.259, 3.638], [-0.223, 1.142, 2.811], [0.565, 0.282, 2.324], [2.204, -0.173, 2.582], [2.811, -0.966, 0.976], [2.085, -1.441, 3.982], [3.410, 1.218, 3.019], [-4.146, -0.925, -1.570], [-2.497, -1.236, -1.258], [-2.926, 0.353, -1.912], [-5.297, -1.375, 1.102], [-4.309, -1.018, 2.527], [-3.691, -2.097, 1.296], [-5.418, 1.449, -0.050], [-4.009, 2.545, -0.041], [-4.804, 2.021, 1.516], [-3.681, 1.393, 3.296], [-2.927, 3.109, 4.830], [-0.535, 3.886, 4.877], [1.208, 2.452, 3.723], [2.307, -1.913, 0.852], [3.875, -1.187, 1.018], [2.734, -0.356, 0.041], [1.242, -2.109, 3.792], [1.899, -0.949, 4.918], [3.000, -2.043, 4.050], [3.403, 1.997, 2.237], [4.377, 0.733, 3.110], [3.163, 1.631, 4.031], [-2.492, 4.148, -3.067], [-1.579, 3.121, -2.724], [-1.793, 1.990, -3.559], [-0.217, 3.636, -2.957], [-1.698, 2.727, -1.346]], "lowdin_charge": [1.01, 0.13, -0.50, 0.00, -0.14, 0.01, -0.05, 0.00, -0.20, 0.20, -0.54, 0.13, 0.10, 0.06, 0.11, 0.11, 0.14, 0.06, -0.01, -0.38, 0.13, -0.10, -0.08, 0.17, -0.49, 0.11, 0.05, -0.55, -0.03, -0.03, 0.07, 0.09, 0.07, 0.17, 0.06, -0.16, 0.37, -0.16, -0.16, 0.01, -0.28, -0.03, -0.07, -0.05, -0.02, -0.29, 0.01, 0.42, -0.18, -0.15, -0.18, 0.04, 0.00, 0.02, 0.04, 0.01, 0.02, 0.03, 0.05, 0.02, 0.09, 0.11, 0.11, 0.09, 0.02, 0.03, 0.01, 0.00, 0.02, 0.04, 0.04, 0.02, 0.03, -0.32, 0.64, -0.33, -0.37, -0.44]}



[2]
{"formula": "C2H7N2O", "method": "the ωB97M-V functional and the def2-TZVPD basis", "molar_mass_da": 75.09, "multiplicity": 3, "total_charge": 1, "energy_ev": -7199.2262, "e_above_lowest_kj_mol": 394.49, "s_squared": 2.016, "symbols": ["C", "C", "N", "N", "O", "H", "H", "H", "H", "H", "H", "H"], "coordinates": [[-0.341, -0.112, 0.440], [2.018, 0.183, -0.045], [0.630, -0.080, -0.489], [-2.022, 0.003, -0.263], [0.122, -1.271, 0.241], [-0.635, 0.439, 1.396], [2.154, -0.030, 0.982], [2.609, -0.463, -0.742], [2.300, 1.133, -0.353], [-2.077, 0.462, -1.191], [-2.374, 0.657, 0.354], [-2.386, -0.922, -0.331]], "nbo_charge": [0.39, -0.45, -0.04, -0.81, -0.32, 0.22, 0.24, 0.25, 0.23, 0.43, 0.41, 0.44]}



[3]
{"formula": "C35H46HgN6O3P2", "method": "the ωB97M-V functional and the def2-TZVPD basis", "molar_mass_da": 861.33, "energy_ev": -74875.0360, "e_above_lowest_kj_mol": 0.00, "symbols": ["Hg", "C", "C", "C", "C", "C", "C", "C", "C", "C", "H", "H", "H", "H", "H", "H", "H", "H", "H", "H", "H", "H", "H", "H", "H", "P", "P", "N", "N", "N", "N", "C", "C", "C", "C", "C", "C", "C", "C", "C", "C", "C", "C", "C", "C", "C", "C", "C", "C", "H", "H", "H", "H", "H", "H", "H", "H", "H", "H", "H", "H", "H", "H", "H", "H", "H", "H", "H", "H", "C", "C", "C", "C", "C", "C", "O", "N", "C", "O", "N", "C", "O", "H", "H", "H", "H", "H", "H", "H", "H", "H", "H", "H"], "coordinates": [[0.090, 0.123, 0.412], [-0.643, 0.575, -2.356], [-0.778, 1.640, -1.521], [-2.095, 2.205, -1.036], [-2.532, 1.824, 0.391], [-2.211, 0.407, 0.789], [-2.304, -0.689, -0.065], [-2.744, -0.672, -1.485], [-1.646, -0.492, -2.578], [0.605, -1.143, 2.088], [0.277, 0.463, -2.936], [0.054, 2.353, -1.459], [-2.901, 1.969, -1.745], [-1.991, 3.303, -1.046], [-2.030, 2.500, 1.100], [-3.615, 2.016, 0.496], [-2.299, 0.214, 1.865], [-2.252, -1.687, 0.385], [-3.544, 0.065, -1.643], [-3.185, -1.665, -1.681], [-1.109, -1.449, -2.695], [-2.171, -0.307, -3.533], [1.399, -1.830, 1.766], [-0.301, -1.697, 2.364], [0.950, -0.501, 2.907], [-6.888, 5.017, 2.129], [-5.300, 6.504, -0.024], [-7.845, 3.550, 2.139], [-7.537, 5.654, 3.638], [-5.614, 5.805, -1.596], [-4.575, 7.982, -0.629], [-7.888, 6.002, 0.907], [-7.016, 7.130, 0.328], [-7.317, 2.325, 1.696], [-8.359, 1.433, 1.511], [-9.580, 2.124, 1.828], [-9.237, 3.419, 2.195], [-6.748, 5.733, 4.797], [-7.464, 6.398, 5.781], [-8.735, 6.757, 5.219], [-8.752, 6.285, 3.911], [-4.914, 4.689, -2.074], [-5.460, 4.305, -3.291], [-6.547, 5.197, -3.571], [-6.618, 6.101, -2.520], [-4.972, 8.825, -1.676], [-4.321, 10.045, -1.539], [-3.511, 9.967, -0.351], [-3.691, 8.707, 0.190], [-8.799, 6.422, 1.356], [-8.197, 5.306, 0.112], [-7.494, 7.586, -0.550], [-6.868, 7.927, 1.074], [-6.249, 2.223, 1.579], [-8.270, 0.408, 1.180], [-10.580, 1.718, 1.787], [-9.856, 4.249, 2.500], [-5.749, 5.324, 4.789], [-7.120, 6.617, 6.781], [-9.528, 7.308, 5.705], [-9.515, 6.369, 3.152], [-4.106, 4.279, -1.486], [-5.134, 3.477, -3.904], [-7.210, 5.178, -4.424], [-7.312, 6.909, -2.349], [-5.662, 8.483, -2.430], [-4.414, 10.895, -2.199], [-2.884, 10.749, 0.052], [-3.280, 8.232, 1.067], [3.965, -0.550, -3.653], [4.195, -1.821, -2.857], [3.949, -1.636, -1.347], [4.248, -2.910, -0.520], [3.479, -4.147, -0.942], [4.876, -0.531, -0.805], [6.098, -0.591, -0.876], [4.303, 0.587, -0.224], [2.942, 0.841, -0.007], [2.555, 1.861, 0.553], [2.106, -0.136, -0.473], [2.460, -1.248, -1.156], [1.563, -1.974, -1.616], [2.919, -0.231, -3.573], [4.177, -0.741, -4.710], [4.622, 0.260, -3.316], [3.504, -2.600, -3.193], [5.221, -2.183, -3.005], [5.330, -3.100, -0.557], [4.019, -2.682, 0.534], [3.691, -4.414, -1.981], [3.768, -4.982, -0.299], [2.406, -3.961, -0.836], [4.924, 1.293, 0.162]], "lowdin_charge": [1.20, -0.12, -0.17, -0.20, -0.19, -0.23, -0.15, -0.19, -0.17, -0.25, 0.11, 0.11, 0.10, 0.11, 0.12, 0.11, 0.11, 0.11, 0.11, 0.12, 0.12, 0.13, -0.03, -0.03, -0.03, 1.04, 1.02, -0.28, -0.27, -0.27, -0.28, -0.38, -0.39, -0.15, -0.10, -0.09, -0.13, -0.15, -0.10, -0.09, -0.15, -0.14, -0.09, -0.08, -0.16, -0.13, -0.09, -0.10, -0.16, 0.06, 0.09, 0.07, 0.09, 0.08, 0.09, 0.09, 0.09, 0.09, 0.09, 0.09, 0.08, 0.07, 0.09, 0.09, 0.09, 0.09, 0.09, 0.09, 0.09, -0.07, -0.18, -0.29, -0.17, -0.09, -0.39, 0.08, 0.20, -0.55, 0.02, 0.01, -0.46, 0.00, 0.07, 0.08, 0.08, 0.11, 0.13, 0.12, 0.13, 0.08, 0.08, 0.07, 0.16]}